The following is a DFT calculation (ωB97M-V/def2-TZVPD) of a structure of composition C20H34BaO5 at a distorted geometry.

The geometry in XYZ format:
```
60
Properties=species:S:1:pos:R:3:forces:R:3:mulliken_charge:R:1
Ba 0.23489 -0.18074 -0.18561 -0.2495 -0.1677 0.6957 1.315
C -2.20199 -2.50062 1.54783 -0.2739 -0.0540 0.0680 -0.834
C -2.96128 -1.20146 1.41031 -0.7561 -0.7174 -1.5210 -0.319
O -2.60159 -0.66309 0.09897 0.8174 -0.0552 0.4058 -0.147
C -3.37217 0.44254 -0.34861 -0.3487 -0.6965 -0.7099 -0.826
C -3.06141 1.76186 0.33479 -0.7948 0.8221 0.0136 -0.377
O -1.99341 1.67898 1.28202 0.2704 -0.1243 -0.9191 -0.079
C -1.61634 3.00003 1.62698 -0.1080 1.0950 1.0184 -0.609
C -0.11617 3.27829 1.55548 0.2974 0.1647 -1.4464 -0.646
O 0.68837 2.09416 1.67328 -0.3486 0.3147 1.2292 -0.181
C 0.80923 1.79317 3.12375 1.3495 -0.0569 -1.0697 -0.335
C 1.75334 0.60893 3.20001 -1.0272 -0.3788 -0.2696 -0.844
O 1.04641 -0.46187 2.49484 0.6385 0.1667 0.1948 0.050
C 0.87745 -1.66852 3.27856 0.3144 0.4035 -1.3167 -0.822
C -0.57006 -2.04167 3.16179 0.6711 -0.9875 0.5939 -0.492
O -0.80159 -2.27409 1.78306 -0.6644 0.0167 -0.6850 -0.081
H -2.36723 -3.12424 0.64250 0.4581 0.4776 0.4710 0.341
H -2.63393 -3.05211 2.38779 0.1288 -0.0802 0.0103 0.349
H -2.77542 -0.46292 2.17293 0.1101 0.1724 0.3398 0.307
H -4.03363 -1.48948 1.39053 0.3878 0.4529 0.0316 0.453
H -4.43107 0.16397 -0.24901 0.1803 0.2863 -0.0229 0.310
H -3.17587 0.56758 -1.43587 -0.0612 -0.3860 0.5969 0.271
H -3.99257 2.12979 0.81446 0.6097 -0.0102 -0.0205 0.278
H -2.78564 2.50354 -0.44496 -0.1919 -0.3355 0.3875 0.528
H -1.94909 3.25765 2.63872 -0.3738 -0.3412 -0.1258 0.286
H -2.08947 3.70798 0.93027 0.0461 -0.0909 0.4427 0.464
H 0.20305 4.00139 2.31914 -0.2715 -0.0975 -0.2540 0.354
H 0.03589 3.76212 0.55788 0.5836 -0.6467 0.6845 0.333
H -0.16681 1.49130 3.51573 0.0968 0.3971 0.0986 0.221
H 1.28762 2.66580 3.62634 -0.6902 -0.4724 -0.2367 0.448
H 1.93807 0.31380 4.25453 0.0632 0.2859 -0.7083 0.431
H 2.67694 0.78864 2.65109 0.1275 0.1639 0.2961 0.260
H 1.14743 -1.40043 4.27096 0.0961 -0.3534 1.0177 0.444
H 1.58018 -2.42770 2.87039 -0.6331 0.2025 0.4054 0.244
H -1.21665 -1.24766 3.55738 0.1251 -0.1040 -0.0686 0.346
H -0.72266 -2.97903 3.74255 -0.1962 0.4860 -0.3218 0.402
C 0.59771 2.07395 -3.38307 -0.5674 0.3181 0.6428 -1.264
C 1.82743 1.25185 -3.71184 0.3417 0.1483 -0.7207 0.830
C 3.07592 1.94149 -3.13391 -0.0125 -0.0815 1.2044 -1.471
C 1.67316 -0.19526 -3.28376 0.3476 -1.1627 -0.5383 -0.097
C 0.48503 -0.94356 -3.48650 0.0396 0.3710 0.8247 -0.376
C 0.27926 -2.17855 -2.85111 0.3797 -0.0575 0.4873 -0.973
C 1.31148 -2.85074 -2.14489 -0.4832 1.8984 -0.1870 0.751
C 1.05288 -4.09835 -1.36481 0.1998 -1.2760 -0.6066 -1.148
C 2.53797 -2.16772 -2.12288 0.2625 -0.0478 0.5595 -0.499
C 2.74968 -0.92200 -2.73099 -0.6584 0.4688 0.9129 -0.390
H 0.53005 2.99350 -3.95028 0.3616 0.2851 -0.0846 0.468
H 0.57439 2.38312 -2.31329 0.0791 -0.1748 -0.2887 0.133
H -0.33889 1.58155 -3.61050 -0.2092 -0.3562 0.0077 0.342
H 1.91876 1.25604 -4.81259 0.0286 -0.0345 0.2730 0.286
H 3.11092 1.78588 -1.99365 0.1072 0.1274 -1.4860 0.257
H 3.01011 3.03445 -3.26941 0.0773 -0.4967 -0.1489 0.394
H 4.01492 1.57809 -3.58665 -0.4145 0.1938 0.3302 0.377
H -0.33946 -0.53872 -4.07035 0.0971 0.1156 0.2362 0.502
H -0.74209 -2.54676 -2.75758 0.1896 -0.3272 -0.6108 0.344
H 1.75218 -4.91009 -1.77451 -1.0281 0.9686 0.8953 0.359
H 0.00141 -4.42830 -1.54581 0.8514 0.0988 0.2703 0.351
H 1.21260 -3.95787 -0.27464 0.0323 -0.2419 -0.6444 0.205
H 3.33159 -2.52741 -1.46109 -0.0139 -0.2927 -0.5890 0.406
H 3.73013 -0.45047 -2.61667 -0.3905 -0.1959 -0.0450 0.373
```
Positions in Å, forces in eV/Å.

Output
**Charge**: +2
**E_HOMO (spin up / spin down)**: -14.90 / -14.90 eV

***

The following is a DFT calculation (ωB97M-V/def2-TZVPD) of a cluster of 8 separate species, C5H27N3O7 in total.

The geometry in XYZ format:
```
42
Properties=species:S:1:pos:R:3:forces:R:3:mulliken_charge:R:1
C 2.62081 -0.64151 0.88435 0.5040 0.2676 -0.1464 -1.653
C 1.12491 -0.81940 0.71954 0.1340 -0.2916 0.2955 0.832
N 0.59588 -1.87450 1.62549 0.2554 -0.3431 -0.0289 -0.427
C 0.72669 -1.15903 -0.71352 0.0400 0.0217 0.0366 -0.400
C 0.71334 0.06111 -1.65667 -0.0487 -0.0959 0.1367 -0.476
N -0.43453 0.09499 -2.54194 0.3228 -0.2634 -0.5661 -0.612
C -1.56849 0.42036 -2.11048 -0.4005 0.3526 0.2795 -0.156
N -1.89284 0.78128 -0.81009 -0.0208 -0.1865 0.1480 -0.270
H 3.19160 -1.45636 0.44085 -0.1429 -0.2775 0.0110 0.366
H 2.91314 -0.56884 1.93268 -0.0923 0.0572 0.0630 0.457
H 2.98562 0.26367 0.39542 -0.1629 0.1107 -0.0042 0.328
H 0.63876 0.11657 1.01429 -0.0424 0.0424 0.0030 -0.099
H 1.08806 -1.88422 2.52484 -0.1524 0.0588 -0.4737 0.283
H 0.71500 -2.80314 1.19708 -0.0081 0.2528 0.2214 0.210
H -0.24206 -1.65102 -0.69969 -0.3438 0.1586 -0.0194 -0.210
H 1.39041 -1.92673 -1.11330 0.1472 -0.0214 0.0799 0.627
H 0.79805 0.99450 -1.07624 -0.1096 -0.0913 -0.0094 0.268
H 1.58292 0.00708 -2.30235 0.1997 0.1173 -0.0088 0.332
H -2.38696 0.51505 -2.82276 -0.0418 -0.0562 0.0351 0.387
H -1.36521 0.32066 -0.07409 -0.2338 0.2586 -0.1990 0.015
H -2.87045 0.91868 -0.58256 0.2384 -0.2306 -0.0999 0.253
O 1.70036 3.96395 0.34562 -0.0446 0.3568 0.1993 -0.732
H 0.77442 3.63518 0.31295 0.0875 0.2249 0.0501 0.427
H 1.64069 4.90273 0.58399 -0.0752 -0.4740 -0.0962 0.300
O -1.62521 1.28236 2.26180 0.0156 -0.5048 0.0466 -0.659
H -1.69395 0.31949 2.07690 -0.2472 0.2118 -0.0876 0.312
H -1.48884 1.31701 3.20944 0.0513 0.2524 0.2202 0.302
O 0.01078 -4.57451 0.15762 -0.2053 0.0463 -0.0414 -0.671
H -0.84292 -4.20078 -0.15767 0.2109 -0.1476 0.0914 0.410
H -0.14296 -5.52271 0.23398 0.0766 0.1438 0.0007 0.296
O -1.96072 -1.41347 1.62140 0.3752 0.0684 0.0545 -0.895
H -0.93413 -1.62797 1.72435 -0.3727 -0.1847 -0.0018 0.565
H -2.41691 -1.81869 2.36586 -0.0022 -0.0220 0.0461 0.264
O -2.36426 -3.28898 -0.44144 0.1010 0.4108 0.4697 -0.772
H -2.28029 -2.61948 0.28541 -0.1611 -0.2988 -0.5032 0.427
H -2.35020 -2.77711 -1.25603 -0.0404 0.0061 -0.0709 0.308
O -0.93126 3.23924 0.42484 0.1260 0.2627 0.4279 -0.726
H -1.15484 2.61426 1.13952 0.0850 0.1173 -0.0340 0.383
H -1.30671 2.81611 -0.34630 -0.0986 -0.2177 -0.4015 0.339
O 3.76061 3.73385 -1.50119 0.2403 0.2107 -0.0708 -0.652
H 3.67913 2.84286 -1.84247 -0.0754 -0.1016 -0.0145 0.292
H 3.03308 3.84479 -0.86558 -0.0882 -0.2017 -0.0386 0.429
```
Positions in Å, forces in eV/Å.

Output
**ΔE to the lowest compared entry with this formula, charge and spin**: 1.5 kcal per mole
**E_HOMO**: -9.47 eV
**SMILES**: C[C@H](N)CC/N=C\N.O.O.O.O.O.O.O

***

The following is a DFT calculation (ωB97M-V/def2-TZVPD) of a structure of composition C6H17N3P at a distorted geometry.

The geometry in XYZ format:
```
27
Properties=species:S:1:pos:R:3:forces:R:3:mulliken_charge:R:1
C 1.43498 2.26273 -0.64124 -2.5863 -1.7796 -0.2026 -0.225
C 2.36030 -1.79164 -1.05368 -1.1048 0.0880 0.3891 -0.798
C 0.91282 -1.73582 1.04314 -2.2245 1.0675 1.3987 -0.633
C -2.22243 -1.03867 0.37631 0.5808 1.3928 4.7519 -1.035
C -2.32479 0.60948 -1.25749 -1.4053 3.0376 -0.7721 -1.001
C 0.28559 1.97548 1.34303 0.9387 3.3431 0.7692 -0.863
N 1.08924 -1.41795 -0.32510 -1.0196 0.7055 -2.3171 0.165
N -1.48037 -0.31347 -0.58145 2.2519 -1.7613 -2.4052 0.200
N 0.62653 1.50459 0.03160 2.3528 -0.3317 -1.3740 0.040
P 0.13391 -0.33662 -1.14598 -1.1903 -0.0081 1.0458 0.010
H 1.59980 2.01994 -1.71569 0.3653 0.2714 1.0082 0.264
H 1.63635 3.18259 -0.14889 1.0388 0.9167 -0.2839 0.254
H 2.72346 -2.63773 -0.44937 -0.1486 -0.3270 -1.1554 0.299
H 2.08488 -1.92184 -2.15901 0.9339 -0.2627 1.7765 0.301
H 3.13274 -1.04324 -0.88632 -0.0576 0.3574 -0.3776 0.330
H 1.45005 -2.56051 1.39459 0.9871 -1.3893 0.1221 0.409
H 1.20695 -0.87560 1.62066 0.3346 0.3229 0.6416 0.311
H -0.17074 -1.90867 1.32546 1.4841 0.0869 -0.5368 0.026
H -2.11346 -0.30964 1.28017 -0.7590 -1.3001 -0.6142 0.393
H -3.28527 -1.10668 0.25343 -0.4053 -0.0380 -0.9453 0.366
H -1.87484 -1.96964 0.82052 0.2147 -0.1418 -0.9970 0.348
H -1.67644 1.40063 -1.81148 -1.3144 -1.4076 0.6008 0.326
H -3.17039 0.18025 -1.93031 1.7750 0.3987 0.9316 0.311
H -2.89186 1.20116 -0.44192 0.7925 -0.6236 -1.2083 0.363
H 0.61691 1.50200 2.27985 0.4657 -0.4970 -0.8979 0.297
H -0.76597 2.03136 1.42881 -1.3092 0.0547 -0.0265 0.310
H 0.68206 3.09750 1.35033 -0.9912 -2.1754 0.6785 0.229
```
Positions in Å, forces in eV/Å.

Output
**Charge**: +1
**ΔE to the lowest compared entry with this formula, charge and spin**: 1.5 kcal per mole
**E_HOMO**: -12.56 eV

***

The following is a DFT calculation (ωB97M-V/def2-TZVPD) of a cluster of 2 separate species, C3H7Cl2PS in total at a distorted geometry.

The geometry in XYZ format:
```
14
Properties=species:S:1:pos:R:3:forces:R:3:mulliken_charge:R:1
S 3.08812 -1.95980 0.55251 0.3013 0.2872 0.3193 -0.210
P 2.96701 0.00153 -0.25535 -0.9127 -0.5557 -0.4234 0.408
Cl 4.60349 0.07470 -1.44810 0.5527 0.0405 -0.3842 -0.199
Cl 3.62807 1.05792 1.31729 0.2855 0.3077 0.7208 -0.184
H 2.19819 -2.42582 -0.31769 -0.2566 -0.0796 -0.2315 0.169
C -2.57296 1.41232 -0.47034 -0.1011 0.1335 0.0399 -0.755
C -1.78327 0.77904 0.37593 0.2089 -0.1912 -0.0253 0.123
C -1.33013 -0.63565 0.20613 0.0165 0.0602 -0.0653 -0.866
H -2.83751 2.44437 -0.33015 -0.0651 0.2689 0.0703 0.255
H -2.98600 0.92603 -1.33910 -0.0633 -0.1738 -0.1589 0.237
H -1.37367 1.29776 1.23288 -0.0203 0.1768 0.0751 0.293
H -1.28234 -1.14862 1.16358 0.0030 -0.1202 0.0526 0.290
H -0.32576 -0.64123 -0.22579 0.0390 -0.0964 0.0464 0.104
H -1.99326 -1.18255 -0.46180 0.0120 -0.0580 -0.0358 0.335
```
Positions in Å, forces in eV/Å.

Output
**ΔE to the lowest compared entry with this formula, charge and spin**: 8.6 kcal per mole
**E_HOMO**: -9.66 eV
**SMILES**: SP(Cl)Cl.C=CC